# 1
{
  "formula": "C11H15N",
  "method": "ωB97M-V/def2-TZVPD",
  "symbols": ["C", "C", "C", "N", "C", "C", "C", "C", "C", "C", "H", "H", "H", "H", "H", "H", "H", "H", "H", "C", "C", "H", "H", "H", "H", "H", "H"],
  "positions_angstrom": [[-0.5836, 0.4611, 2.8927], [-0.6598, -0.6623, 1.8680], [-0.6124, -2.0355, 1.9948], [-0.5863, -2.5672, 0.7366], [-0.8112, -1.5454, -0.2025], [-0.9360, -1.5661, -1.6080], [-1.3905, -0.4363, -2.3172], [-1.7042, 0.7829, -1.6076], [-1.3413, 0.8740, -0.2264], [-0.9002, -0.3072, 0.5151], [-1.3303, 1.1645, 2.7937], [0.3390, 1.1387, 2.7604], [-0.7662, 0.0940, 3.9897], [-0.5427, -2.7310, 2.7483], [-0.7456, -3.4744, 0.2934], [-0.5182, -2.4669, -2.0869], [-1.5095, -0.6001, -3.3729], [-2.2298, 1.6516, -2.0443], [-1.5959, 1.5985, 0.5057], [2.4982, 0.8744, -0.2252], [1.9719, 1.7712, -1.4885], [1.8123, 0.1335, -0.0007], [3.3480, 0.3651, -0.7482], [3.1247, 1.5426, 0.3682], [2.5319, 2.6787, -1.6323], [0.8963, 2.1227, -1.4886], [2.2415, 1.1389, -2.4172]],
  "smiles": "Cc1c[nH]c2ccccc12.CC",
  "gap_ev": 8.72,
  "lumo_ev": 0.9335,
  "e_above_lowest_kcal_mol": 57.9,
  "homo_ev": -7.8
}

=====

# 2
{
  "formula": "C27H22Cl6GaN4OS",
  "method": "ωB97M-V/def2-TZVPD",
  "symbols": ["Ga", "Cl", "C", "C", "C", "C", "O", "C", "C", "N", "C", "C", "C", "C", "C", "C", "C", "C", "N", "C", "C", "H", "H", "H", "H", "H", "H", "H", "H", "H", "H", "Cl", "C", "C", "C", "Cl", "C", "Cl", "C", "Cl", "C", "Cl", "C", "N", "C", "C", "S", "N", "C", "C", "H", "H", "H", "H", "H", "H", "H", "H", "H", "H", "H", "H"],
  "positions_angstrom": [[-0.5468, -0.3872, -0.1525], [3.4401, -2.6659, 5.3997], [2.7243, -2.2341, 3.8841], [3.5543, -1.9690, 2.7793], [3.0211, -1.6136, 1.5707], [1.6265, -1.4973, 1.3967], [1.1655, -1.1387, 0.2291], [0.7940, -1.7886, 2.5101], [-0.6221, -1.7327, 2.4479], [-1.3383, -1.3408, 1.4308], [-2.7502, -1.3476, 1.5014], [-3.5154, -2.1708, 2.2834], [-4.9231, -2.0557, 2.2611], [-5.5464, -1.1517, 1.4517], [-4.7818, -0.3229, 0.5973], [-5.3283, 0.6093, -0.3123], [-4.5022, 1.3337, -1.1260], [-3.1167, 1.1279, -1.0484], [-2.5796, 0.2830, -0.1966], [-3.3823, -0.4371, 0.6267], [1.3709, -2.1580, 3.7511], [4.6265, -2.0541, 2.8979], [3.6538, -1.4131, 0.7166], [-1.1556, -2.0327, 3.3484], [-3.0515, -2.9254, 2.9031], [-5.5093, -2.7080, 2.8935], [-6.6253, -1.0708, 1.4397], [-6.4027, 0.7343, -0.3639], [-4.8935, 2.0451, -1.8383], [-2.4377, 1.6498, -1.7126], [0.7295, -2.3784, 4.5952], [1.4495, 1.3776, -2.1860], [0.6240, 0.1074, -3.0456], [-0.3000, -0.5148, -2.1958], [-0.9124, -1.6267, -2.7148], [-2.0119, -2.5300, -1.6839], [-0.5814, -2.1548, -3.9939], [-1.2849, -3.6321, -4.5050], [0.3385, -1.5262, -4.7644], [0.8791, -2.1705, -6.2618], [0.8984, -0.2402, -4.3983], [0.1262, 1.1894, -5.6539], [4.0614, 2.4435, 1.7447], [2.6336, 2.1953, 1.6181], [1.8209, 2.2495, 2.8209], [2.1071, 2.1192, 0.3608], [0.1940, 1.9195, 0.4095], [2.7097, 2.2142, -0.7339], [1.5633, 2.9374, -3.1351], [2.7486, 2.1257, -3.4326], [4.4450, 1.8758, 2.5915], [4.2725, 3.5054, 1.9021], [4.5608, 2.1241, 0.8356], [2.4930, 2.2375, 3.6747], [1.1623, 1.3839, 2.9078], [1.2211, 3.1634, 2.8719], [1.6505, 3.7546, -2.4352], [0.2771, 1.5585, -0.9240], [0.7721, 2.9225, -3.8804], [3.6348, 2.2826, -2.8380], [2.8133, 1.6778, -4.4103], [1.9359, -0.1582, -4.7098]],
  "gap_ev": 5.62,
  "lumo_ev": -4.0669,
  "total_charge": 1,
  "e_above_lowest_kcal_mol": 250.4,
  "homo_ev": -9.7
}

=====

# 3
{
  "formula": "C29H24F6N4O5PS3W",
  "method": "ωB97M-V/def2-TZVPD",
  "symbols": ["W", "C", "N", "C", "C", "N", "C", "S", "C", "C", "C", "C", "C", "N", "H", "H", "H", "H", "H", "H", "H", "H", "H", "F", "C", "F", "F", "S", "O", "O", "N", "S", "O", "O", "C", "F", "F", "F", "O", "P", "C", "C", "C", "C", "C", "C", "C", "C", "C", "C", "C", "C", "C", "C", "C", "C", "C", "C", "H", "H", "H", "H", "H", "H", "H", "H", "H", "H", "H", "H", "H", "H", "H"],
  "positions_angstrom": [[0.2317, -0.4362, -1.4867], [0.7757, -5.6364, -0.7931], [1.7922, -4.5857, -0.6048], [3.0250, -4.7738, -0.0141], [3.6740, -3.5969, -0.0553], [2.8315, -2.6823, -0.6924], [1.6790, -3.3213, -1.0040], [0.2364, -2.7178, -1.7598], [3.2391, -1.3453, -0.9649], [4.5928, -1.1127, -1.1177], [5.0566, 0.1898, -1.2032], [4.1477, 1.2340, -1.1231], [2.8130, 0.9222, -1.0592], [2.3313, -0.3481, -1.0129], [1.0931, -6.5124, -0.2365], [0.6953, -5.8840, -1.8492], [-0.1822, -5.2905, -0.4127], [3.3282, -5.7254, 0.3887], [4.6363, -3.3239, 0.3366], [5.2822, -1.9409, -1.1833], [6.1148, 0.3800, -1.3279], [4.4597, 2.2682, -1.1522], [2.0654, 1.7056, -1.0771], [-0.0577, 2.0825, -6.1724], [0.8527, 2.1396, -5.2423], [1.8529, 1.3240, -5.4902], [1.2726, 3.3602, -5.0366], [0.0559, 1.5724, -3.6027], [0.7137, 0.1930, -3.3407], [0.4307, 2.4644, -2.5459], [-1.4534, 1.4078, -3.8176], [-2.2214, 0.0338, -3.6367], [-2.3836, -0.7617, -4.7917], [-1.6485, -0.6900, -2.4446], [-3.8638, 0.6323, -3.0032], [-4.5653, -0.4369, -2.6877], [-4.4457, 1.3332, -3.9393], [-3.6419, 1.3700, -1.9240], [-0.6301, 0.5071, -0.1254], [-1.0433, 0.8960, 1.3962], [-0.9019, 2.6425, 1.5093], [-2.0264, 3.4255, 1.2208], [-1.9136, 4.8048, 1.2189], [-0.6892, 5.4004, 1.4942], [0.4351, 4.6248, 1.7616], [0.3373, 3.2460, 1.7654], [0.1040, 0.0357, 2.4675], [0.4698, 0.5839, 3.6964], [1.2852, -0.1358, 4.5592], [1.7307, -1.3994, 4.2068], [1.3432, -1.9654, 2.9962], [0.5255, -1.2569, 2.1342], [-2.7020, 0.3315, 1.6021], [-3.4276, 0.8217, 2.6924], [-4.6941, 0.3219, 2.9433], [-5.2306, -0.6581, 2.1172], [-4.5061, -1.1468, 1.0365], [-3.2375, -0.6577, 0.7756], [-2.9817, 2.9618, 1.0107], [-2.7806, 5.4160, 1.0096], [-0.6084, 6.4793, 1.5018], [1.3819, 5.1011, 1.9765], [1.2128, 2.6457, 1.9769], [0.1155, 1.5625, 3.9921], [1.5648, 0.2916, 5.5125], [2.3599, -1.9567, 4.8880], [1.6528, -2.9733, 2.7507], [0.1597, -1.7476, 1.2384], [-3.0142, 1.5870, 3.3389], [-5.2639, 0.6991, 3.7813], [-6.2223, -1.0419, 2.3157], [-4.9351, -1.9053, 0.3957], [-2.6853, -1.0315, -0.0771]],
  "gap_ev": [6.85, 6.94],
  "lumo_ev": [-10.0672, -9.9778],
  "total_charge": 3,
  "e_above_lowest_kcal_mol": 1.1,
  "homo_ev": [-16.9, -16.9]
}